{"formula": "C12H30AuClO3P2Si", "method": "wB97M-V/def2-TZVPD", "elements": ["C", "C", "H", "H", "H", "O", "Cl", "Au", "P", "C", "C", "H", "H", "H", "H", "H", "H", "C", "H", "H", "H", "P", "C", "C", "H", "H", "H", "C", "H", "H", "H", "H", "H", "H", "C", "O", "C", "Si", "C", "C", "O", "H", "H", "H", "H", "H", "H", "H", "H", "H"], "xyz": [[-1.686, 3.049, -3.253], [-1.742, 2.513, -1.863], [-2.102, 4.065, -3.252], [-2.326, 2.417, -3.897], [-0.668, 3.053, -3.659], [-2.490, 2.849, -0.972], [-0.730, 0.309, -3.280], [-0.400, 0.798, -0.664], [-2.412, -0.486, -0.613], [-3.383, -0.267, 0.905], [-3.618, -0.208, -1.944], [-4.445, -0.924, -1.848], [-2.943, -2.838, -0.790], [-3.114, -0.343, -2.906], [-1.401, -2.421, -1.609], [-3.585, 0.804, 1.039], [-4.010, 0.813, -1.896], [-2.014, -2.257, -0.714], [-4.333, -0.815, 0.815], [-1.458, -2.573, 0.179], [-2.823, -0.640, 1.772], [1.778, 1.643, -0.952], [2.454, 2.577, 0.448], [2.919, 0.259, -1.262], [1.679, 2.178, -3.305], [3.008, 3.062, -2.483], [1.316, 3.600, -2.299], [1.966, 2.723, -2.398], [2.501, -0.357, -2.071], [3.908, 0.639, -1.558], [3.424, 3.022, 0.178], [2.583, 1.917, 1.316], [3.019, -0.355, -0.356], [1.744, 3.373, 0.714], [0.160, 0.046, 1.228], [-0.096, 0.650, 2.250], [2.566, -1.037, 3.416], [1.267, -2.056, 2.583], [1.944, -3.549, 1.684], [-0.268, -2.433, 3.552], [0.764, -1.146, 1.172], [2.974, -1.580, 4.282], [2.158, -0.087, 3.783], [3.404, -0.812, 2.744], [2.358, -4.287, 2.385], [1.168, -4.057, 1.093], [2.749, -3.273, 0.986], [-0.741, -1.518, 3.933], [-1.011, -2.984, 2.959], [-0.013, -3.058, 4.424]], "forces_ev_per_a": [[0.00, 0.35, -0.69], [-2.31, 1.75, 2.95], [0.09, -0.22, 0.20], [0.34, 0.23, 0.34], [-0.38, -0.14, 0.14], [2.09, -1.12, -2.41], [0.92, -0.99, 0.39], [-0.76, 0.40, -0.66], [-1.31, -0.79, 0.03], [0.31, 0.29, 0.16], [0.27, 0.24, -0.27], [0.24, 0.15, 0.11], [0.20, 0.22, 0.03], [-0.33, -0.08, 0.23], [-0.14, -0.09, 0.22], [-0.05, -0.27, 0.06], [-0.03, -0.20, 0.07], [0.34, 0.12, -0.01], [0.30, 0.14, -0.04], [-0.12, 0.07, -0.29], [-0.16, 0.11, -0.15], [1.31, 0.45, -0.27], [-0.28, 0.04, 0.14], [-0.28, -0.19, 0.09], [0.12, 0.07, 0.17], [-0.26, -0.17, 0.08], [0.17, -0.11, 0.02], [-0.32, 0.10, -0.10], [0.21, 0.11, 0.19], [-0.32, -0.03, 0.09], [-0.31, -0.19, 0.03], [-0.01, 0.17, -0.17], [-0.03, 0.15, -0.29], [0.27, -0.13, 0.00], [1.35, -2.43, 2.80], [-0.10, -0.05, -2.51], [-0.06, 0.24, 0.11], [0.59, -1.35, 0.32], [-0.01, 0.06, -0.07], [-0.10, 0.23, 0.13], [-1.38, 2.64, -1.29], [-0.12, 0.13, -0.21], [0.10, -0.14, 0.05], [-0.14, -0.12, 0.09], [-0.09, 0.18, -0.11], [0.13, 0.14, 0.22], [-0.16, -0.03, 0.24], [0.06, -0.19, 0.03], [0.21, 0.07, 0.09], [-0.06, 0.19, -0.26]], "orbital_gap_ev": [7.3, 5.4], "multiplicity": 3, "total_charge": 2, "de_lowest_ev": 0.000, "e_homo_ha": [-0.557, -0.608], "e_lumo_ev": [-7.864, -11.118]}

---

{"formula": "C26H60B2BrN13O33P3", "method": "wB97M-V/def2-TZVPD", "elements": ["C", "C", "O", "B", "O", "P", "C", "O", "C", "C", "C", "C", "C", "C", "B", "N", "O", "O", "C", "C", "O", "N", "O", "N", "C", "C", "C", "O", "C", "C", "P", "O", "O", "O", "P", "O", "Br", "O", "H", "H", "H", "H", "H", "H", "H", "H", "H", "H", "H", "H", "H", "H", "H", "H", "H", "H", "H", "H", "H", "H", "H", "H", "H", "H", "H", "H", "H", "H", "C", "N", "O", "O", "H", "H", "H", "C", "N", "O", "O", "H", "H", "H", "C", "N", "O", "O", "H", "H", "H", "C", "N", "O", "O", "H", "H", "H", "C", "N", "O", "O", "H", "H", "H", "C", "N", "O", "O", "H", "H", "H", "C", "N", "O", "O", "H", "H", "H", "C", "N", "O", "O", "H", "H", "H", "C", "N", "O", "O", "H", "H", "H", "C", "N", "O", "O", "H", "H", "H"], "xyz": [[-2.264, -1.513, 4.588], [-1.992, -2.425, 3.369], [-1.079, -1.836, 2.440], [-1.660, -1.060, 1.444], [-2.925, -0.542, 1.710], [-0.862, -0.713, -0.317], [-0.625, -0.712, -2.247], [-0.492, 0.613, -2.845], [-1.597, 1.075, -3.471], [-1.404, 1.981, -4.509], [-2.453, 2.542, -5.173], [-3.753, 2.227, -4.830], [-3.958, 1.312, -3.840], [-2.901, 0.744, -3.173], [-1.212, -2.673, -0.600], [-2.486, -3.217, -1.106], [-0.207, -3.616, -0.269], [-0.394, 0.938, -0.068], [0.933, 1.211, 0.361], [0.616, 1.916, 1.704], [0.357, 1.014, 2.800], [0.391, 1.693, 4.030], [-0.650, 2.141, 4.311], [1.417, 2.199, -0.613], [0.459, 3.210, -1.048], [2.666, 2.789, -0.272], [2.745, 4.212, 0.332], [3.734, 2.232, -0.470], [1.666, -0.188, 0.330], [2.331, -0.704, 1.666], [3.743, 0.197, 2.357], [5.013, 0.060, 1.655], [3.968, -0.453, 3.854], [3.466, 1.768, 2.620], [3.063, -0.624, -0.954], [2.726, -2.210, -1.334], [2.816, 0.353, -2.928], [0.755, -1.237, 0.116], [-1.753, -1.907, 5.468], [-1.837, -0.536, 4.346], [-3.331, -1.355, 4.753], [-2.915, -2.779, 2.904], [-1.489, -3.314, 3.752], [-3.003, 0.328, 1.306], [-2.204, -0.257, -0.652], [0.325, -1.230, -2.447], [-1.403, -1.282, -2.758], [-0.395, 2.253, -4.802], [-2.259, 3.248, -5.980], [-4.548, 2.727, -5.371], [-4.980, 1.066, -3.573], [-3.118, 0.025, -2.393], [-2.449, -3.364, -2.113], [-2.626, -4.154, -0.725], [0.383, -3.753, -1.017], [-0.309, 2.471, 1.537], [1.355, 2.655, 2.038], [1.013, 3.930, -1.660], [-0.301, 2.821, -1.719], [-0.004, 3.808, -0.252], [1.823, 4.460, 0.869], [2.871, 4.966, -0.443], [3.549, 4.194, 1.064], [2.725, -1.691, 1.402], [1.557, -0.887, 2.412], [3.168, -0.263, 4.370], [2.982, 1.895, 3.449], [2.902, -2.764, -0.566], [0.130, -3.068, -5.933], [-0.862, -3.149, -4.829], [-2.025, -2.932, -5.095], [-0.434, -3.423, -3.728], [-0.393, -2.813, -6.847], [0.848, -2.296, -5.666], [0.609, -4.039, -6.012], [-6.750, -0.661, 2.021], [-6.860, -0.091, 0.649], [-6.028, -0.409, -0.166], [-7.796, 0.663, 0.448], [-5.879, -1.308, 2.065], [-6.647, 0.171, 2.712], [-7.659, -1.219, 2.214], [7.696, -0.379, 0.671], [8.820, -0.703, -0.249], [9.224, -1.847, -0.275], [9.266, 0.206, -0.923], [7.409, -1.279, 1.198], [8.050, 0.381, 1.361], [6.871, -0.005, 0.072], [-7.904, -0.772, 6.284], [-7.984, -1.726, 5.148], [-8.738, -1.454, 4.231], [-7.293, -2.717, 5.212], [-8.575, 0.056, 6.088], [-8.204, -1.311, 7.177], [-6.876, -0.428, 6.360], [6.755, 0.169, 4.842], [7.920, 0.652, 5.636], [8.998, 0.135, 5.431], [7.707, 1.536, 6.440], [7.091, -0.613, 4.172], [6.018, -0.211, 5.541], [6.365, 1.014, 4.283], [1.381, 2.287, -8.239], [0.904, 1.512, -7.063], [1.246, 1.895, -5.968], [0.202, 0.548, -7.290], [1.989, 3.111, -7.885], [1.961, 1.612, -8.861], [0.504, 2.650, -8.767], [-11.552, -3.484, 5.516], [-11.736, -2.893, 6.872], [-10.807, -2.271, 7.345], [-12.805, -3.074, 7.410], [-10.556, -3.241, 5.163], [-11.681, -4.558, 5.610], [-12.310, -3.054, 4.869], [1.674, -4.653, 3.906], [0.851, -4.767, 5.143], [-0.344, -4.612, 5.027], [1.437, -5.004, 6.179], [1.015, -4.437, 3.070], [2.383, -3.844, 4.060], [2.186, -5.600, 3.767], [10.481, 0.653, -3.642], [10.602, 1.228, -5.010], [11.546, 0.875, -5.691], [9.746, 2.014, -5.355], [11.309, -0.025, -3.478], [10.507, 1.476, -2.935], [9.533, 0.127, -3.588], [-1.516, 7.009, -6.265], [-0.636, 5.812, -6.193], [-0.882, 4.889, -6.942], [0.266, 5.844, -5.387], [-2.271, 6.837, -7.023], [-1.968, 7.139, -5.286], [-0.890, 7.858, -6.523]], "forces_ev_per_a": [[0.25, 0.18, -0.81], [0.39, -0.39, 1.05], [-0.95, -0.48, -0.49], [0.98, 1.10, 0.60], [0.03, -0.14, 0.66], [-2.24, -2.04, -0.80], [1.87, 0.76, 0.68], [-0.53, -0.67, -0.36], [0.36, 0.36, -0.38], [1.29, 0.29, 0.05], [-0.29, 0.64, -0.57], [-0.06, 0.78, -0.92], [-1.02, 0.02, 0.10], [-0.27, -1.09, 1.02], [-0.03, -0.43, -0.28], [0.01, -0.32, 0.40], [-0.43, -0.17, 0.16], [1.14, -0.07, 0.00], [-2.65, -0.74, -0.75], [0.33, 0.97, 0.60], [0.17, -0.61, -0.41], [-0.21, 0.40, 0.05], [0.19, -0.07, 0.10], [1.06, 0.75, 0.87], [0.00, 0.71, -0.48], [1.49, 0.28, -0.39], [-1.01, -0.61, 0.11], [-1.29, -0.13, 0.50], [-0.06, -1.46, 0.10], [0.23, 0.93, -0.25], [1.19, -0.48, 0.11], [0.37, -0.15, -0.28], [-1.10, 0.72, -0.34], [-0.45, -0.65, 0.49], [1.91, 0.34, 0.56], [-0.55, 0.57, -0.38], [-0.53, -0.35, -0.18], [0.03, 1.91, -0.04], [-0.26, 0.07, 0.12], [-0.07, -0.01, 0.14], [0.07, -0.15, 0.21], [0.03, 0.36, -0.21], [-0.12, 0.07, -0.28], [-0.16, -0.27, -0.55], [-0.03, 0.09, 0.15], [-0.06, 0.20, -0.20], [-0.28, 0.23, 0.27], [-0.21, -0.15, 0.31], [-0.03, -0.17, 0.16], [-0.22, -0.22, 0.16], [0.11, -0.19, 0.16], [0.08, 0.07, 0.03], [-0.20, 0.45, -0.04], [0.16, -0.04, -0.12], [0.07, 0.13, 0.03], [0.06, -0.07, -0.19], [0.23, -0.32, -0.16], [0.04, -0.13, 0.05], [0.01, -0.42, 0.31], [-0.11, -0.29, 0.06], [0.06, 0.06, -0.15], [0.29, -0.06, 0.05], [0.23, 0.13, -0.31], [0.24, 0.07, 0.21], [-0.06, 0.19, -0.17], [0.14, -0.38, 0.30], [-0.10, 0.24, -0.13], [-0.06, 0.03, 0.04], [0.03, 0.12, -0.19], [0.02, 0.06, -0.12], [-0.06, -0.03, 0.07], [0.02, -0.22, 0.01], [-0.06, 0.04, 0.06], [0.02, -0.05, 0.07], [0.06, 0.03, 0.11], [0.26, -0.23, -0.05], [0.09, -0.01, 0.07], [-0.05, 0.03, -0.08], [-0.03, 0.02, 0.01], [0.06, 0.09, -0.13], [-0.13, 0.02, -0.03], [-0.06, 0.12, 0.01], [-0.10, -0.08, -0.01], [-0.12, -0.04, 0.23], [0.09, 0.00, -0.11], [0.07, -0.02, -0.04], [0.02, -0.03, -0.08], [-0.04, 0.10, -0.11], [0.00, 0.09, 0.07], [-0.08, 0.24, 0.09], [-0.01, 0.10, 0.09], [-0.13, -0.10, 0.11], [-0.02, -0.06, -0.05], [-0.03, -0.06, -0.07], [0.07, -0.04, -0.01], [0.03, -0.14, 0.01], [0.06, -0.10, -0.13], [-0.07, -0.10, -0.11], [0.05, 0.05, 0.05], [0.04, 0.02, 0.04], [0.03, 0.03, 0.01], [-0.04, 0.12, 0.01], [-0.07, 0.00, 0.07], [0.07, 0.19, -0.05], [0.05, 0.12, 0.02], [0.33, -0.14, -0.16], [0.03, -0.09, -0.01], [-0.04, -0.03, 0.08], [-0.10, -0.04, -0.03], [-0.01, -0.08, -0.02], [0.20, 0.01, -0.11], [0.05, -0.06, -0.17], [0.05, 0.06, 0.07], [-0.01, 0.02, 0.05], [-0.02, 0.04, 0.04], [-0.12, 0.02, 0.01], [-0.06, -0.07, 0.05], [-0.11, 0.06, -0.26], [0.14, 0.04, -0.25], [0.00, -0.19, 0.34], [-0.04, 0.01, 0.04], [-0.04, 0.04, 0.05], [0.07, -0.07, 0.06], [0.08, 0.04, 0.09], [0.14, -0.12, 0.02], [0.07, -0.10, 0.12], [-0.01, 0.04, -0.07], [0.00, 0.04, -0.06], [0.01, 0.02, -0.06], [-0.16, 0.00, -0.01], [-0.06, 0.13, 0.05], [-0.20, 0.03, -0.10], [-0.05, -0.02, 0.02], [0.12, 0.01, -0.14], [0.05, 0.00, -0.01], [0.03, -0.07, 0.00], [0.09, 0.03, 0.03], [0.03, 0.00, 0.12]], "orbital_gap_ev": 4.6, "total_charge": -1, "e_homo_ha": -0.131, "e_lumo_ev": 1.077}

---

{"formula": "C23H32FeNO4", "method": "wB97M-V/def2-TZVPD", "elements": ["O", "C", "C", "H", "H", "C", "H", "H", "C", "H", "H", "H", "C", "H", "H", "H", "Fe", "C", "C", "C", "H", "C", "C", "H", "H", "H", "H", "C", "C", "C", "H", "C", "C", "H", "H", "H", "H", "O", "C", "C", "H", "H", "C", "H", "H", "C", "H", "H", "H", "H", "O", "C", "C", "C", "C", "O", "N", "H", "H", "H", "H"], "xyz": [[-4.519, 0.447, 0.709], [-5.373, -0.209, -0.332], [-6.669, 0.436, 0.093], [-5.296, -1.285, -0.158], [-5.084, 0.059, -1.356], [-5.733, 1.114, 1.160], [-7.399, -0.261, 0.527], [-7.042, 1.190, -0.629], [-6.150, 0.795, 2.570], [-6.275, -0.280, 2.736], [-7.139, 1.270, 2.689], [-5.443, 1.225, 3.294], [-5.789, 2.592, 0.955], [-5.621, 2.864, -0.091], [-5.089, 3.114, 1.617], [-6.818, 2.881, 1.205], [3.330, 0.318, 0.110], [4.089, 1.826, -1.260], [4.095, 0.847, -2.303], [2.751, 0.508, -2.623], [4.994, 0.512, -2.828], [1.885, 1.239, -1.771], [2.689, 2.102, -0.942], [2.329, 2.983, -0.414], [4.945, 2.419, -0.944], [2.438, -0.164, -3.404], [0.786, 1.234, -1.792], [4.477, 0.441, 1.960], [3.648, 1.600, 1.697], [2.268, 1.151, 1.738], [3.995, 2.620, 1.554], [2.272, -0.262, 1.945], [3.616, -0.685, 2.117], [3.923, -1.666, 2.463], [5.552, 0.452, 2.119], [1.376, 1.770, 1.708], [1.381, -0.871, 2.044], [-0.551, -0.684, 0.509], [-1.117, 0.679, 0.346], [-2.189, 0.631, -0.756], [-0.327, 1.396, 0.006], [-1.603, 1.032, 1.302], [-2.264, -0.890, -1.016], [-1.906, 1.210, -1.636], [-3.107, 1.086, -0.389], [-0.819, -1.327, -0.801], [-2.788, -1.211, -1.916], [-2.810, -1.367, -0.193], [-0.211, -0.884, -1.636], [-0.647, -2.419, -0.694], [1.896, -2.475, -0.356], [3.105, -2.491, -0.575], [3.943, -3.716, -0.918], [5.353, -3.207, -1.042], [5.277, -1.717, -0.754], [6.217, -0.941, -0.727], [3.947, -1.376, -0.514], [3.797, -4.476, -0.138], [3.612, -4.129, -1.881], [6.056, -3.669, -0.329], [5.732, -3.382, -2.057]], "forces_ev_per_a": [[-2.61, -0.10, -0.61], [1.34, -0.55, -0.05], [0.92, 0.44, 0.78], [-0.09, 0.08, -0.35], [0.36, -0.19, 0.32], [-1.36, -0.24, -0.09], [-0.03, 0.46, -0.40], [-0.23, -0.78, 0.45], [-0.16, 0.01, 0.32], [0.22, 0.15, 0.02], [0.36, -0.20, 0.28], [-0.21, -0.22, -0.07], [0.27, 0.68, 0.02], [0.22, 0.04, 0.16], [-0.07, 0.09, -0.20], [0.26, 0.22, -0.01], [-0.47, 0.58, -1.75], [-1.20, 0.60, -1.46], [-0.40, 0.90, -0.30], [0.47, 0.69, 0.52], [-0.40, -0.12, 0.44], [0.47, 0.78, -0.12], [0.38, 0.09, -1.96], [0.08, -0.53, 0.21], [-0.23, -0.34, 0.13], [-0.02, -0.33, 0.08], [0.68, -0.09, 0.01], [-0.59, 0.49, 0.91], [-0.18, -0.59, 1.92], [0.62, 0.06, 0.92], [-0.10, -0.34, -0.02], [0.13, 0.23, 1.21], [-0.07, 0.65, 1.48], [0.00, 0.04, -0.51], [-0.26, -0.07, -0.36], [0.31, -0.16, -0.34], [0.24, 0.04, -0.24], [-0.78, 1.15, -1.80], [0.42, 0.10, 0.28], [0.04, -0.42, -0.07], [-0.33, -0.65, 0.75], [0.88, -0.63, -0.74], [-0.51, -0.12, 0.58], [0.37, -0.29, -0.19], [0.26, -0.30, -0.23], [0.00, 0.60, 0.43], [0.39, 0.16, -0.40], [-0.15, 0.21, 0.01], [0.05, -0.54, 0.96], [0.00, 0.90, -0.06], [0.98, -0.27, -0.32], [0.65, 1.19, 0.17], [-0.61, -0.54, -0.14], [0.90, -0.36, -0.03], [-1.55, 0.33, 0.20], [-0.02, -0.36, -0.02], [0.56, -3.06, -0.83], [0.02, 0.13, -0.25], [-0.22, -0.03, 0.35], [-0.16, 0.14, -0.28], [0.19, 0.19, 0.27]], "orbital_gap_ev": [4.8, 5.9], "multiplicity": 5, "total_charge": -1, "de_lowest_ev": 0.006, "e_homo_ha": [-0.098, -0.135], "e_lumo_ev": [2.192, 2.192]}

---

no.,total energy (eV)
1,-61728.4897
2,-214110.1931
3,-68435.6382